{"formula": "C3H4CsNaO3", "method": "ωB97M-V with the def2-TZVPD basis set", "symbols": ["H", "C", "C", "O", "C", "O", "O", "Cs", "H", "H", "H", "Na"], "xyz": [[-0.405, -1.388, -0.453], [-0.353, 0.408, -1.667], [-0.865, -0.933, -1.627], [0.314, -1.310, 1.191], [0.651, -0.201, 1.476], [0.940, 0.542, 2.363], [-0.153, 1.121, -0.617], [2.548, 0.194, 6.156], [0.246, 0.677, -2.555], [-1.948, -0.989, -1.487], [-0.498, -1.532, -2.470], [-0.477, 3.412, -0.310]], "forces_ev_per_angstrom": [[-1.5, 1.2, -4.0], [2.9, 1.2, 2.6], [0.7, -2.0, 3.3], [0.9, 2.8, -1.2], [-0.7, -3.2, 4.8], [-0.1, 0.5, -3.1], [-1.3, -0.7, -2.4], [0.0, 0.0, 0.1], [-0.7, 0.5, -0.1], [0.0, -0.1, -0.1], [-0.4, 0.2, 0.3], [0.1, -0.3, -0.1]], "total_energy_ha": -524.35797, "e_homo_ev": -16.87, "gap_ev": 10.31, "charge": 2, "lumo_energy_ev": -6.6}



{"formula": "C3H4CsO", "method": "ωB97M-V with the def2-TZVPD basis set", "symbols": ["O", "C", "C", "Cs", "H", "H", "H", "C", "H"], "xyz": [[3.339, 0.667, -0.052], [-0.531, -0.491, 0.236], [-1.530, 0.603, -0.315], [3.098, -2.438, -0.300], [3.366, 1.371, 0.592], [-1.643, 0.795, -1.395], [-1.628, 1.534, 0.269], [-1.838, -0.724, 0.256], [-2.633, -1.318, 0.710]], "forces_ev_per_angstrom": [[0.6, -1.4, -0.4], [-0.4, -0.9, -0.2], [-0.2, 0.2, -0.1], [-0.6, 1.8, 0.2], [-0.1, 0.2, 0.2], [0.1, -0.1, 0.2], [0.0, -0.2, -0.1], [0.4, 0.2, 0.5], [0.2, 0.1, -0.3]], "total_energy_ha": -211.90330, "e_homo_ev": -2.24, "gap_ev": 3.67, "charge": -1, "lumo_energy_ev": 1.4}



{"formula": "C3H4DyLiO3", "method": "ωB97M-V with the def2-TZVPD basis set", "symbols": ["O", "C", "C", "O", "C", "O", "Li", "Dy", "H", "H", "H", "H"], "xyz": [[1.592, 0.284, -0.981], [0.477, 0.877, -1.686], [-0.841, 0.536, -0.975], [-1.812, -1.790, 4.591], [-1.047, -1.788, 3.736], [-0.329, -1.725, 2.816], [3.286, 0.436, -1.414], [0.444, -0.702, 0.600], [0.484, 0.498, -2.724], [0.642, 1.969, -1.734], [-1.534, -0.028, -1.617], [-1.363, 1.434, -0.610]], "forces_ev_per_angstrom": [[0.1, -0.4, 0.7], [0.5, 0.1, -0.3], [-1.0, 1.3, -1.8], [1.0, -0.2, -0.7], [-1.9, 0.2, 1.6], [0.9, 0.1, -1.1], [0.5, 0.2, -0.3], [0.2, -0.2, 0.1], [-0.2, 0.0, 0.5], [-0.3, -0.4, 0.2], [0.2, -0.2, 0.6], [0.1, -0.5, 0.4]], "total_energy_ha": -1234.44158, "e_homo_ev": [-18.51, -18.10], "e_above_lowest_kj_mol": 0.0, "gap_ev": [8.87, 9.67], "charge": 2, "lumo_energy_ev": [-9.6, -8.4], "spin_multiplicity": 6}



{"formula": "C3H4F2IN", "method": "ωB97M-V with the def2-TZVPD basis set", "symbols": ["C", "C", "C", "N", "F", "F", "I", "H", "H", "H", "H"], "xyz": [[0.540, -0.147, 1.158], [0.857, -0.700, -0.167], [0.959, 0.725, -0.060], [-1.691, -0.870, -1.347], [2.103, 1.350, -0.110], [0.019, 1.573, -0.625], [-2.799, -0.224, 0.199], [-0.398, -0.013, 1.679], [1.309, -0.262, 1.915], [0.345, -1.420, -0.793], [-1.245, -0.014, -1.850]], "forces_ev_per_angstrom": [[1.3, 1.3, -0.2], [-1.2, -0.7, -0.3], [-1.9, -0.4, 1.0], [0.8, 1.3, -0.8], [1.6, 0.7, 0.1], [0.3, -0.7, 0.2], [-0.1, 0.0, -0.5], [-0.5, -0.3, -0.6], [0.4, 0.1, 0.0], [0.3, 0.0, -0.1], [-1.2, -1.3, 1.3]], "total_energy_ha": -668.67877, "e_homo_ev": [-9.47, -9.50], "e_above_lowest_kj_mol": 529.2, "gap_ev": [8.52, 8.22], "lumo_energy_ev": [-0.9, -1.3]}



{"formula": "C3H4F2O", "method": "ωB97M-V with the def2-TZVPD basis set", "symbols": ["C", "C", "C", "O", "F", "F", "H", "H", "H", "H"], "xyz": [[-0.051, -0.305, 0.584], [-0.584, -1.070, -0.604], [-0.798, 0.381, -0.438], [-0.412, 1.399, -1.220], [-1.578, -1.987, -0.280], [-2.441, 1.079, 0.523], [-0.542, -0.690, 1.374], [1.049, -0.223, 0.609], [-0.147, -1.293, -1.616], [-0.346, 2.278, -0.811]], "forces_ev_per_angstrom": [[3.4, 0.2, -2.5], [-1.9, -0.6, -2.3], [-2.3, 3.6, 1.9], [-0.8, -1.6, -0.3], [0.8, 1.0, -0.4], [2.9, -1.4, -1.9], [-1.6, -0.7, 2.9], [-0.7, 0.4, 0.4], [0.2, -0.1, 1.5], [-0.1, -0.6, 0.6]], "total_energy_ha": -391.52954, "e_homo_ev": [-11.12, -11.12], "e_above_lowest_kj_mol": 376.1, "gap_ev": [10.59, 10.59], "lumo_energy_ev": [-0.5, -0.5]}



{"formula": "C3H4F3N", "method": "ωB97M-V with the def2-TZVPD basis set", "symbols": ["C", "C", "C", "N", "F", "F", "F", "H", "H", "H", "H"], "xyz": [[1.560, -0.536, 1.070], [0.820, 0.232, -0.950], [3.653, 0.107, 0.093], [0.608, -0.368, 0.318], [3.636, 1.372, -0.353], [3.946, -0.625, -0.958], [4.655, 0.033, 1.005], [1.666, -0.820, 2.138], [1.089, 1.214, -0.558], [-0.072, 0.471, -1.372], [1.576, -0.169, -1.499]], "forces_ev_per_angstrom": [[1.6, 0.6, -0.8], [-0.2, 2.8, 2.9], [-2.0, 0.0, 2.0], [1.0, -1.5, 2.0], [-0.2, 0.3, 0.3], [0.3, -1.0, -0.4], [-0.4, -0.2, -0.5], [0.0, 0.1, -1.0], [0.7, 0.4, -0.9], [-2.6, -0.3, -2.0], [1.8, -1.3, -1.7]], "total_energy_ha": -470.92789, "e_homo_ev": -9.12, "e_above_lowest_kj_mol": 327.4, "gap_ev": 9.37, "lumo_energy_ev": 0.3}



{"formula": "C3H4F3N2", "method": "ωB97M-V with the def2-TZVPD basis set", "symbols": ["C", "C", "C", "N", "N", "F", "F", "F", "H", "H", "H", "H"], "xyz": [[-0.464, 1.055, -1.372], [0.731, 0.019, 0.498], [3.158, 1.086, 0.625], [0.019, 0.608, -0.293], [0.763, -0.814, 1.481], [3.655, 0.222, 1.463], [3.604, 1.006, -0.590], [2.996, 2.285, 1.085], [-0.319, 0.546, -2.316], [-1.069, 1.950, -1.338], [1.612, -0.993, 1.999], [-0.058, -1.343, 1.762]], "forces_ev_per_angstrom": [[-0.4, 0.2, -0.3], [3.0, 1.3, 0.4], [-2.0, -0.8, -0.3], [-0.6, -0.1, -0.2], [-0.7, -0.9, 0.5], [0.2, 0.5, -0.2], [0.1, 0.2, 0.6], [0.3, -0.5, -0.2], [0.1, -0.2, 0.0], [0.0, 0.2, 0.0], [0.0, 0.1, -0.2], [0.1, 0.0, 0.0]], "total_energy_ha": -525.42375, "e_homo_ev": [-13.75, -14.19], "e_above_lowest_kj_mol": 262.1, "gap_ev": [7.39, 8.92], "charge": 1, "lumo_energy_ev": [-6.4, -5.3]}



{"formula": "C3H4F3NO", "method": "ωB97M-V with the def2-TZVPD basis set", "symbols": ["C", "C", "C", "N", "O", "F", "F", "F", "H", "H", "H", "H"], "xyz": [[-2.674, 1.012, 0.348], [3.552, 0.105, -0.464], [-1.500, 0.475, 0.427], [2.729, -0.806, -0.248], [1.600, -1.009, 0.016], [3.067, 1.358, -0.286], [-0.423, 1.026, -0.167], [3.703, -2.212, -0.565], [-3.655, 0.680, 0.670], [-2.877, 1.896, -0.339], [4.520, -0.054, -0.981], [-1.169, -0.447, 0.884]], "forces_ev_per_angstrom": [[-2.5, 2.2, -1.9], [0.2, 4.1, -0.7], [1.3, -1.0, 0.2], [-0.3, -2.5, -0.2], [-2.1, 0.8, 0.9], [1.3, -0.4, -0.2], [0.0, 0.5, -0.2], [1.7, -2.3, -0.5], [0.6, -0.7, 0.6], [1.0, -0.9, 1.0], [-0.7, 0.2, 0.8], [-0.4, 0.0, 0.3]], "total_energy_ha": -545.99772, "e_homo_ev": [-8.30, -10.25], "e_above_lowest_kj_mol": 326.5, "gap_ev": [8.63, 6.71], "lumo_energy_ev": [0.3, -3.5], "spin_multiplicity": 3}



{"formula": "C3H4FIO", "method": "ωB97M-V with the def2-TZVPD basis set", "symbols": ["C", "C", "C", "O", "F", "I", "H", "H", "H", "H"], "xyz": [[-0.316, 0.011, 1.694], [0.088, -0.692, -0.565], [0.362, 0.630, -0.907], [0.108, -0.917, 0.923], [-0.822, 1.425, -1.121], [1.845, 1.309, -2.241], [-0.457, -0.188, 2.775], [-0.607, 0.903, 1.170], [-0.993, -1.033, -0.908], [0.793, -1.448, -0.821]], "forces_ev_per_angstrom": [[-0.8, 1.8, 0.9], [-2.9, -2.8, 1.3], [-0.9, 4.0, -1.8], [0.8, -2.5, -0.9], [1.7, -1.2, 0.5], [-0.5, -0.5, 0.6], [0.1, 0.0, -1.0], [-0.3, 0.6, 0.6], [2.1, 0.8, 0.6], [0.6, -0.2, -0.8]], "total_energy_ha": -589.32636, "e_homo_ev": [-6.76, -8.56], "e_above_lowest_kj_mol": 435.4, "gap_ev": [5.52, 8.81], "lumo_energy_ev": [-1.2, 0.3]}



{"formula": "C3H4FN", "method": "ωB97M-V with the def2-TZVPD basis set", "symbols": ["N", "C", "C", "C", "F", "H", "H", "H", "H"], "xyz": [[-2.616, 0.351, 0.460], [-1.666, -0.172, 0.115], [-0.028, -0.724, -0.182], [0.867, 0.520, -0.050], [2.090, 0.066, 0.326], [0.309, -1.206, 0.742], [-0.234, -1.193, -1.171], [0.319, 1.206, 0.686], [0.959, 1.152, -0.924]], "forces_ev_per_angstrom": [[-1.3, 0.5, 0.2], [5.1, -1.5, -0.4], [-4.0, 2.3, 0.3], [-2.4, 1.2, -0.2], [0.6, 0.2, 0.5], [-0.7, -1.2, -0.7], [1.2, -0.2, 1.1], [1.4, -1.0, -0.3], [0.2, -0.2, -0.5]], "total_energy_ha": -271.26491, "e_homo_ev": -12.18, "e_above_lowest_kj_mol": 100.5, "gap_ev": 12.87, "smiles": "N#CCCF", "lumo_energy_ev": 0.7}